One molecule with the formula C15H18N4O3S, computed with the ωB97M-V functional and the def2-TZVPD basis.

Element x y z (Å)
C -4.46 -0.66 0.85
C -3.97 -1.16 -0.51
C -2.51 -1.60 -0.52
C -2.24 -2.78 0.42
C -0.92 -3.48 0.10
C 0.23 -2.56 0.19
N 0.55 -1.87 1.23
N 1.61 -1.10 1.09
C 2.15 -1.16 -0.09
N 3.24 -0.46 -0.52
C 3.76 0.72 -0.03
O 4.77 1.17 -0.52
C 2.98 1.38 1.09
C 1.56 1.66 0.69
C 0.53 1.52 1.62
C -0.78 1.75 1.25
C -1.07 2.13 -0.05
N -2.43 2.37 -0.44
O -3.27 2.38 0.43
O -2.66 2.53 -1.62
C -0.05 2.29 -0.99
C 1.26 2.06 -0.61
S 1.31 -2.27 -1.17
H -5.50 -0.37 0.79
H -4.36 -1.43 1.61
H -3.89 0.21 1.17
H -4.60 -2.00 -0.82
H -4.10 -0.36 -1.24
H -1.87 -0.76 -0.23
H -2.25 -1.88 -1.54
H -2.20 -2.43 1.45
H -3.05 -3.50 0.33
H -0.96 -3.91 -0.91
H -0.77 -4.30 0.81
H 3.72 -0.82 -1.33
H 3.00 0.73 1.96
H 3.49 2.32 1.33
H 0.76 1.20 2.62
H -1.59 1.64 1.96
H -0.30 2.59 -2.00
H 2.05 2.19 -1.33

Largest force on an atom ... 0.0321 Eh/bohr
Energy ... -38782.8947 eV
Total charge ... 0
2S+1 ... 1
Relative energy (zero: lowest compared OMol25 entry of this formula, charge and spin) ... 375.6 kJ/mol
Orbital gap ... 8.83 eV

C15H18N4O8P2Pt as an isolated structure, computed with the ωB97M-V functional and the def2-TZVPD basis.

Element x y z (Å)
Pt 1.02 -0.52 -0.12
O 0.35 3.98 3.15
C -0.77 4.02 2.38
C -1.76 4.96 2.66
C -2.87 5.07 1.85
C -3.01 4.26 0.74
C -2.03 3.32 0.46
C -0.92 3.16 1.27
C 0.04 2.07 0.95
O 0.26 1.79 -0.26
N 0.59 1.41 1.97
N 1.29 0.34 1.63
C 2.34 -0.05 2.29
C 3.16 -1.01 1.62
C 4.22 -1.72 2.20
C 4.95 -2.60 1.43
C 4.62 -2.76 0.08
C 3.57 -2.04 -0.44
N 2.87 -1.17 0.30
H 0.28 4.64 3.84
H -1.64 5.61 3.52
H -3.63 5.80 2.09
H -3.87 4.35 0.09
H -2.14 2.66 -0.40
H 2.59 0.42 3.23
H 4.42 -1.58 3.25
H 5.76 -3.17 1.86
H 5.18 -3.43 -0.55
H 3.26 -2.13 -1.47
N -2.60 -2.92 -1.36
C -1.71 -2.01 -2.18
C -2.13 -1.95 -3.63
P -2.02 -0.39 -1.25
O -1.53 0.79 -2.19
O -3.49 -0.45 -1.07
O -1.17 -0.45 0.00
P 0.01 -2.53 -1.86
O 0.19 -3.70 -2.97
O 0.96 -1.39 -2.17
O 0.02 -3.13 -0.50
H -3.37 -2.28 -1.02
H -2.01 -3.24 -0.57
H -2.95 -3.72 -1.88
H -3.08 -1.42 -3.74
H -2.22 -2.95 -4.06
H -1.37 -1.41 -4.20
H -0.78 1.26 -1.75
H 1.12 -3.80 -3.22

Largest force on an atom ... 0.0291 Eh/bohr
Energy ... -60016.8698 eV
Total charge ... 0
2S+1 ... 1
Orbital gap ... 7.06 eV

HOMO level readings, ordered: -0.3443 -0.2865 Ha